{
  "formula": "C22H19GeIrN2S3",
  "method": "wB97M-V/def2-TZVPD",
  "homo_energy_ev": [-16.281, -16.668],
  "spin_multiplicity": 6,
  "total_charge": 3,
  "max_force_ev_per_a": 3.77,
  "symbols": ["Ir", "Ge", "S", "S", "S", "N", "N", "C", "C", "C", "C", "C", "C", "C", "C", "C", "C", "C", "C", "C", "C", "C", "C", "C", "C", "C", "C", "C", "C", "H", "H", "H", "H", "H", "H", "H", "H", "H", "H", "H", "H", "H", "H", "H", "H", "H", "H", "H"],
  "xyz": [[-1.3734, -0.2486, -0.4138], [-0.4778, 0.0061, 1.9585], [0.4355, -1.0085, -1.3246], [-0.7625, 1.8401, -1.1426], [-2.8764, -2.1179, -0.1454], [-4.6781, -1.8415, -2.1915], [-3.0251, -0.2975, -1.9721], [1.5256, -2.0926, 2.3437], [0.0749, -3.8515, 4.0147], [0.9171, 2.0654, 3.2065], [2.7152, 2.4408, 1.0179], [2.1394, -3.1355, 2.9720], [0.4745, 1.6067, -2.3097], [-0.6030, -2.7434, 3.4694], [1.2020, 0.3620, -2.2703], [-3.5963, 0.4646, -2.9239], [1.5469, -3.8724, 4.0122], [2.7300, 1.1858, -3.8018], [2.8700, 3.2361, 2.1401], [-4.8345, 0.1027, -3.5030], [-3.5785, -1.4025, -1.4941], [1.9494, 2.4176, -4.0523], [0.8317, 2.5978, -3.2774], [2.0021, 2.9455, 3.1983], [-5.3067, -1.1629, -3.1654], [0.1561, -1.7585, 2.6961], [1.8062, 1.4007, 0.9942], [2.4397, 0.1392, -2.9192], [0.8824, 1.2365, 2.0835], [2.2330, 3.4363, 4.1965], [-6.1743, -1.5699, -3.6754], [1.9809, -1.4190, 1.6684], [-0.5428, -4.6160, 4.5389], [3.4702, 2.6233, 0.3045], [2.4384, 3.2066, -4.6226], [-5.4259, 0.7228, -4.1993], [3.2081, -3.3933, 2.7984], [0.3125, 3.5192, -3.3167], [-3.0923, 1.3888, -3.1812], [3.0895, -0.7459, -2.8946], [2.0052, -4.5071, 4.7481], [-4.9506, -2.8105, -1.9812], [0.1645, 2.0022, 3.9850], [3.7258, 1.3183, -4.2349], [-1.8871, 0.2436, 2.6097], [1.7786, 0.8230, 0.0439], [3.7060, 3.9747, 2.1818], [-1.6260, -2.7115, 3.8304]]
}